[1]
{
  "formula": "C12H31N5O2SSi2",
  "method": "ωB97M-V with the def2-TZVPD basis set",
  "e_homo_ev": -4.94,
  "multiplicity": 1,
  "max_force_ev_per_a": 9.649,
  "lumo_energy_ev": -2.514,
  "elements": ["C", "C", "C", "N", "N", "C", "N", "S", "N", "C", "C", "O", "O", "H", "H", "H", "H", "H", "H", "H", "H", "H", "H", "H", "H", "H", "C", "Si", "C", "C", "N", "Si", "C", "C", "C", "H", "H", "H", "H", "H", "H", "H", "H", "H", "H", "H", "H", "H", "H", "H", "H", "H", "H"],
  "xyz": [[-1.676595, 4.956070, -1.998264], [-2.045940, 4.511328, -3.530559], [-3.661419, 4.235637, -3.861161], [-1.184084, 4.386563, -4.587737], [0.005478, 3.774682, -4.246032], [-0.122518, 2.299003, -3.950073], [1.055525, 1.674439, -3.172212], [0.668225, 1.433753, -1.490327], [-1.186140, 1.487090, -4.358344], [-1.291794, 0.002439, -4.095736], [-2.476351, -0.349568, -3.002128], [-2.942421, -1.624891, -2.930159], [-3.081682, 0.644555, -2.072679], [-1.843927, 6.125225, -1.826804], [-2.379175, 4.332872, -1.268379], [-0.566146, 4.664767, -1.681963], [-3.708763, 3.207682, -4.458115], [-4.331801, 4.233926, -2.902259], [-4.022020, 5.079652, -4.624816], [0.554697, 4.298352, -3.533242], [1.836331, 2.400337, -3.165140], [-0.330648, 2.317320, -1.050222], [-1.977908, 1.910302, -4.929046], [-1.598734, -0.509151, -5.131272], [-0.297683, -0.518835, -3.765573], [-2.747767, 0.469644, -1.125908], [-0.780989, -1.478594, 0.823547], [0.546019, -2.384473, 1.822829], [2.024202, -2.601190, 0.688745], [-0.150853, -4.076486, 2.235920], [0.918535, -1.443670, 3.241709], [2.109861, -1.993466, 4.390479], [3.822543, -2.155638, 3.643684], [1.645912, -3.623259, 5.195411], [2.243688, -0.719049, 5.782925], [-1.033143, -2.052533, -0.072973], [-1.692536, -1.349955, 1.416634], [-0.424235, -0.491293, 0.510113], [1.701330, -3.002756, -0.277283], [2.752369, -3.301559, 1.103082], [2.521402, -1.643817, 0.505940], [-0.957200, -3.997902, 2.971089], [0.617230, -4.746267, 2.628305], [-0.561178, -4.545128, 1.335303], [3.894105, -3.017023, 2.975844], [4.565019, -2.297251, 4.435696], [4.093589, -1.254369, 3.085880], [0.615102, -3.598115, 5.562696], [2.302322, -3.820418, 6.048327], [1.752072, -4.461762, 4.504280], [1.283472, -0.599335, 6.291421], [2.556836, 0.252377, 5.389684], [2.987788, -1.040256, 6.518861]],
  "forces_ev_per_a": [[0.2, -1.3, 0.3], [-0.2, 0.6, -1.0], [1.0, 1.0, -1.0], [-4.6, -1.1, 2.6], [0.9, -3.8, 2.0], [0.5, 0.6, 0.3], [-2.2, 3.7, -1.9], [-0.7, -0.9, 1.3], [2.2, 2.0, 0.6], [-0.9, -1.0, -0.4], [-3.2, -6.7, 2.1], [3.6, 8.9, -0.9], [2.8, -1.8, -1.3], [0.3, -2.7, -0.7], [1.4, 1.5, -1.6], [-2.3, 0.8, -0.8], [0.0, 2.3, 1.5], [1.5, 0.0, -1.9], [0.7, -1.9, 1.7], [-0.1, -1.0, -0.6], [-1.3, -1.2, -0.5], [0.9, -0.2, -1.1], [1.7, -0.4, 1.2], [0.5, 1.1, 2.5], [-1.9, 1.4, -0.4], [-0.6, -0.2, -1.9], [-0.3, 0.0, -0.4], [0.7, 1.9, 3.1], [-0.1, -0.3, -0.7], [-0.2, -0.3, -0.5], [0.8, -1.7, -0.7], [-2.2, 1.4, -1.7], [0.5, -0.2, 0.3], [0.3, -0.3, 0.4], [0.2, -0.2, 0.1], [-0.1, 0.0, -0.2], [0.1, 0.0, 0.0], [0.1, 0.0, 0.1], [0.1, -0.1, -0.2], [0.0, 0.1, 0.0], [0.0, 0.0, 0.1], [0.1, 0.0, 0.0], [0.0, 0.1, 0.0], [-0.1, -0.2, 0.0], [0.0, 0.0, 0.0], [0.1, 0.0, 0.0], [-0.1, -0.1, 0.0], [0.1, 0.0, -0.1], [0.0, -0.1, 0.1], [-0.1, 0.0, 0.0], [0.0, 0.0, -0.1], [-0.1, 0.0, 0.0], [0.0, 0.1, 0.1]],
  "lowdin_charge": [-0.056, -0.240, -0.043, -0.013, -0.006, -0.171, -0.347, 0.769, 0.079, -0.055, -0.228, 0.007, -0.044, 0.122, 0.104, 0.069, 0.081, 0.095, 0.109, 0.137, 0.087, -0.114, 0.163, 0.170, 0.155, 0.136, -0.219, 0.201, -0.210, -0.206, -0.266, 0.207, -0.212, -0.209, -0.216, 0.007, 0.020, -0.036, 0.006, 0.006, 0.015, 0.026, 0.006, 0.011, 0.001, 0.012, 0.020, 0.024, 0.012, 0.002, 0.012, 0.010, 0.009]
}

---

[2]
{
  "formula": "C26H28N2O8S",
  "method": "ωB97M-V with the def2-TZVPD basis set",
  "e_homo_ev": -8.71,
  "multiplicity": 1,
  "max_force_ev_per_a": 2.712,
  "lumo_energy_ev": -1.407,
  "smiles": "C[C@]12O[C@H]1[C@H](O)c1c(cc(O)c3c1C(=O)c1cccc(O)c1-3)C2=O.CNC(=O)[C@H](CCSC)NC(C)=O",
  "elements": ["O", "O", "O", "O", "O", "O", "O", "O", "S", "C", "C", "C", "C", "C", "C", "C", "C", "C", "C", "C", "C", "C", "C", "C", "C", "N", "N", "C", "C", "C", "C", "C", "C", "C", "C", "C", "C", "H", "H", "H", "H", "H", "H", "H", "H", "H", "H", "H", "H", "H", "H", "H", "H", "H", "H", "H", "H", "H", "H", "H", "H", "H", "H", "H", "H"],
  "xyz": [[2.590816, -1.329148, -6.679177], [-5.572330, -1.331214, 3.356106], [2.371159, -0.288943, -0.033429], [-6.472181, 0.828269, 6.923333], [7.000720, -4.381562, -4.156641], [5.872134, -3.199574, -2.128376], [0.645001, -0.624240, -4.667167], [2.012725, 2.052591, -2.504280], [-1.713798, 3.343472, 3.349059], [3.454843, -1.771759, -5.926577], [-5.550098, -0.237543, 3.897682], [2.261947, -0.067303, -1.239408], [-5.680694, 1.655863, 6.490853], [5.920385, -4.116744, -7.651329], [6.624012, -4.491424, -6.497312], [4.851098, -3.220004, -7.560616], [4.096418, -1.675787, -1.767873], [6.270405, -3.981010, -5.240549], [4.870411, -2.431073, -2.644705], [4.497657, -2.705924, -6.309421], [3.052893, -0.838536, -2.219114], [3.540679, -1.562528, -4.483889], [5.189742, -3.080031, -5.158356], [4.575756, -2.377589, -4.013385], [2.790141, -0.746191, -3.609248], [-5.837230, 2.962155, 6.753391], [-4.647907, 0.000455, 4.852334], [-0.138509, 2.589335, 2.883501], [-6.522891, 0.832279, 3.439763], [-6.932255, 3.516444, 7.549291], [0.252181, 1.586274, -0.788028], [-2.480343, 1.928348, 4.176237], [1.727560, 0.179741, -4.194491], [1.139999, 1.235119, -3.253167], [1.354688, 1.073290, -1.718339], [-3.766480, 2.336196, 4.892357], [-4.437921, 1.200056, 5.689600], [7.708570, -4.984067, -4.445806], [6.323618, -3.668443, -2.865137], [0.954554, -1.171573, -5.414837], [6.204275, -4.521872, -8.619057], [7.450803, -5.187923, -6.592214], [4.299934, -2.919703, -8.448586], [4.325422, -1.744053, -0.707780], [-5.153417, 3.605157, 6.387446], [-4.085962, -0.806529, 5.071023], [-0.324740, 1.658055, 2.349705], [0.419758, 3.271960, 2.243127], [0.444965, 2.377496, 3.779458], [-7.117762, 1.179032, 4.279956], [-5.982620, 1.653877, 2.978784], [-7.190242, 0.394195, 2.698977], [-6.924681, 4.606291, 7.497570], [-7.889180, 3.145558, 7.175117], [-6.824065, 3.204321, 8.589979], [-0.675883, 1.035108, -0.966518], [0.067413, 2.649929, -0.967200], [0.536977, 1.461207, 0.258849], [-2.697286, 1.161734, 3.431179], [-1.780443, 1.522911, 4.907984], [2.168495, 0.726881, -5.035974], [0.208979, 1.694981, -3.598423], [-4.462961, 2.748721, 4.164302], [-3.498019, 3.134992, 5.585133], [-3.717232, 0.909999, 6.454310]],
  "forces_ev_per_a": [[0.7, -0.3, 0.5], [0.1, -0.2, 0.0], [-0.4, 0.2, -1.5], [0.3, 0.2, -0.3], [0.2, -0.2, -0.1], [-0.5, 0.4, -0.4], [-0.2, 0.2, 0.1], [0.7, 0.1, -0.5], [-0.1, 0.2, 0.0], [-2.2, 1.0, -1.3], [-1.1, -0.6, -1.4], [-0.1, 0.6, 1.7], [-0.8, -1.2, 0.4], [-0.1, 0.2, 0.6], [-0.7, 0.5, -0.5], [-0.2, 0.2, 0.2], [-0.5, 0.3, 0.0], [-0.4, 0.1, -1.3], [0.2, -0.2, -0.2], [1.8, -1.4, -0.9], [0.7, -0.5, -1.3], [0.1, 0.5, 1.8], [1.0, -0.7, 0.4], [0.0, 0.1, 0.9], [0.2, 0.2, 0.0], [0.5, 1.1, -0.3], [0.8, 1.2, 1.8], [-0.1, -0.2, 0.2], [0.2, -0.2, 0.3], [0.1, -0.5, 0.0], [0.5, -0.3, 0.0], [-0.2, -0.3, 0.1], [-0.1, -0.2, -0.2], [0.2, -1.5, 2.0], [-1.3, -0.2, -1.5], [0.1, 0.1, -0.1], [0.3, 0.2, -0.9], [-0.4, 0.3, 0.3], [-0.1, 0.2, 0.7], [0.1, 0.6, 0.3], [0.0, 0.1, 0.2], [0.0, 0.0, 0.1], [0.1, 0.0, 0.2], [-0.2, 0.1, -0.1], [-0.2, -0.1, 0.1], [-0.1, 0.0, 0.0], [0.1, 0.0, -0.1], [-0.2, 0.0, 0.1], [0.1, 0.0, -0.1], [0.0, 0.3, 0.1], [0.0, 0.2, 0.0], [0.2, -0.1, 0.1], [0.1, -0.2, -0.1], [0.1, 0.0, 0.1], [-0.1, 0.0, 0.0], [0.1, 0.0, 0.1], [0.1, -0.2, -0.1], [0.0, 0.0, -0.2], [0.1, -0.1, 0.1], [0.1, -0.1, 0.0], [0.1, -0.1, -0.1], [0.3, -0.1, 0.1], [-0.1, 0.1, 0.0], [0.0, 0.1, 0.0], [0.0, -0.2, 0.1]],
  "lowdin_charge": [0.114, 0.039, 0.099, 0.061, 0.047, 0.071, -0.009, 0.039, 0.801, -0.264, -0.540, -0.223, -0.473, -0.053, -0.001, 0.012, 0.101, -0.205, -0.213, -0.091, -0.047, -0.027, -0.010, -0.011, 0.006, 0.019, 0.112, -0.423, 0.023, -0.051, 0.012, -0.514, -0.248, -0.119, -0.303, -0.244, -0.195, 0.141, 0.055, 0.083, 0.109, 0.116, 0.123, 0.138, 0.112, 0.153, 0.025, 0.034, 0.035, 0.076, 0.075, 0.088, 0.085, 0.088, 0.088, 0.094, 0.096, 0.051, 0.080, 0.086, 0.157, 0.162, 0.103, 0.100, 0.157]
}

---

Number 1: energy -1876.95887 a.u.. Number 2: energy -2117.18884 a.u..